Entry 1:
This record from OMol25 describes 8 unconnected molecules or ions with the total composition C38H60ClINO12P. The level of theory is ωB97M-V with the def2-TZVPD basis set.

XYZ file:
```
114
Properties=species:S:1:pos:R:3
O 0.10900 2.90552 -3.19185
N 1.13847 2.91289 -3.72054
O 2.20999 3.09629 -2.75847
C 2.03116 2.36423 -1.60154
C 1.69040 2.94103 -0.37465
I 1.43636 5.05234 -0.31474
C 1.54070 2.18118 0.75540
P 1.14791 2.86026 2.41620
O 1.81044 4.14486 2.71710
C 1.72043 0.80987 0.67546
C 2.05480 0.23660 -0.50373
C 2.21185 1.01066 -1.64012
C 2.62496 0.27218 -2.90533
O 2.18969 0.52698 -4.00399
C 3.59450 -0.85322 -2.65174
C 3.44529 -1.57720 -1.55863
Cl 4.50600 -2.86586 -1.10579
C 2.30660 -1.24447 -0.61656
O 1.64901 -2.07466 -0.03571
H 1.61995 1.91441 3.35919
H -0.26276 2.91812 2.46472
H 1.61400 0.20462 1.57214
H 4.42969 -1.06569 -3.31135
C 2.48175 8.97218 -3.93311
C 2.35295 7.94084 -5.04616
C 3.06119 6.73923 -4.43878
O 2.86474 6.81987 -3.02327
C 2.33643 8.10651 -2.69094
H 1.74144 9.76957 -3.98407
H 3.47512 9.42677 -3.95928
H 1.29853 7.70825 -5.21757
H 2.78889 8.25714 -5.99275
H 4.13828 6.77105 -4.63495
H 2.67026 5.78896 -4.80609
H 1.28144 7.98120 -2.41708
H 2.87292 8.50850 -1.83014
C 6.52486 -6.25332 3.17648
C 5.07258 -5.89031 2.89424
C 5.20680 -4.98465 1.68190
O 6.36005 -5.43253 0.96006
C 7.09698 -6.35464 1.76978
H 6.64640 -7.17081 3.75088
H 7.01246 -5.44180 3.72301
H 4.50983 -6.78821 2.62766
H 4.56887 -5.40855 3.73149
H 5.37646 -3.94358 1.97974
H 4.33239 -5.02088 1.03074
H 6.95442 -7.35902 1.35569
H 8.15899 -6.10936 1.72642
C -0.67208 -4.18550 2.72736
C -1.71671 -3.88440 3.79690
C -1.27817 -2.51280 4.28417
O -0.66599 -1.85648 3.16683
C -0.44571 -2.81036 2.11787
H -0.99164 -4.92627 1.99527
H 0.24792 -4.54420 3.19632
H -2.70802 -3.81968 3.34138
H -1.75670 -4.62537 4.59477
H -0.52947 -2.59441 5.08128
H -2.11094 -1.91173 4.64923
H -1.16712 -2.60708 1.31801
H 0.55761 -2.68499 1.71838
C -2.12980 5.22229 -3.87007
C -3.58524 5.55715 -4.15415
C -3.46368 6.50269 -5.34049
O -2.29511 6.10516 -6.06236
C -1.54246 5.17802 -5.27314
H -1.98815 4.29306 -3.32501
H -1.66445 6.02960 -3.29789
H -4.12250 4.65107 -4.44836
H -4.10562 6.00297 -3.30654
H -3.32302 7.53761 -5.00963
H -4.33064 6.46525 -6.00150
H -1.65655 4.18382 -5.71885
H -0.48567 5.44960 -5.29805
C -6.00105 -0.51158 6.57789
C -6.29744 0.19950 5.26497
C -5.03712 -0.08889 4.46378
O -4.54913 -1.36027 4.90886
C -5.24484 -1.74194 6.10089
H -6.89058 -0.75809 7.15599
H -5.35187 0.11024 7.19918
H -7.16296 -0.25959 4.78078
H -6.49546 1.26472 5.37580
H -4.26194 0.65979 4.65834
H -5.22029 -0.12655 3.38936
H -5.93186 -2.55640 5.84693
H -4.52923 -2.10899 6.83793
C 1.51577 -9.52903 -0.30947
C 2.73655 -9.06642 -1.09403
C 3.14354 -7.81707 -0.32803
O 2.76123 -8.03086 1.03612
C 1.91287 -9.18060 1.11706
H 1.28339 -10.58524 -0.43899
H 0.63974 -8.94783 -0.60770
H 3.52614 -9.81927 -1.03056
H 2.53622 -8.87215 -2.14672
H 2.61091 -6.93331 -0.69583
H 4.21588 -7.62084 -0.37866
H 2.48409 -9.99303 1.57947
H 1.05465 -8.95561 1.75149
C -6.21703 3.31966 -1.11923
C -5.27851 2.55271 -2.04190
C -3.91648 2.93162 -1.48176
O -4.09641 3.15504 -0.07907
C -5.49475 3.21422 0.21608
H -7.22881 2.91754 -1.08746
H -6.27502 4.36515 -1.43280
H -5.44418 1.47824 -1.93134
H -5.39054 2.80689 -3.09535
H -3.54810 3.85979 -1.92502
H -3.16783 2.15220 -1.63426
H -5.77053 2.29465 0.74453
H -5.69256 4.06322 0.87164
```

## Properties
**LUMO level**: -0.0470 hartree
**Calculated total energy**: -96343.9129 eV
**Kohn-Sham gap**: 7.79 eV
**Largest force on an atom**: 0.0372 hartree/bohr
**Molar mass**: 916.2 g/mol
**HOMO level**: -0.33314 hartree
**Multiplicity**: 1
**Total charge**: 0

---

Entry 2:
This record from OMol25 describes a molecular structure, C34H41CaN2OP2S4. The level of theory is ωB97M-V with the def2-TZVPD basis set.

XYZ file:
```
85
Properties=species:S:1:pos:R:3
Ca 11.15598 10.36296 10.79458
C 17.50068 17.90391 9.68547
S 15.84648 17.96921 10.38538
C 16.08796 16.82974 11.73661
C 15.04253 15.72014 11.92406
C 15.19792 14.66876 10.79558
N 14.38326 13.50005 11.12978
P 15.16231 11.97884 11.41722
C 15.85971 11.23421 12.91304
C 14.88607 10.11778 12.99604
C 14.21562 9.94091 14.26961
C 14.51431 10.75973 15.34547
C 15.62588 11.63139 15.27650
C 16.30332 11.84302 14.08688
C 16.42967 11.54348 10.27342
C 16.04388 11.13802 9.00513
C 17.02733 10.75515 8.07254
C 18.38966 10.79352 8.39201
C 18.75797 11.17874 9.68820
C 17.82524 11.58299 10.62653
P 12.63891 13.32138 10.39721
C 12.75051 14.30003 8.85043
C 12.70748 15.68300 8.77691
C 13.04706 16.33139 7.59926
C 13.31550 15.65222 6.40556
C 13.16034 14.26300 6.43610
C 12.95330 13.61992 7.64445
C 11.69598 14.34346 11.47127
C 10.59446 14.93380 10.89766
C 9.85558 15.88512 11.62494
C 10.20605 16.19497 12.94705
C 11.24558 15.42950 13.54318
C 12.06058 14.54954 12.80996
H 17.69674 16.98445 9.15617
H 18.28569 18.13467 10.43002
H 17.41210 18.72968 8.94726
H 16.09705 17.47219 12.62929
H 17.07137 16.33182 11.69407
H 14.00442 16.13169 11.91804
H 15.25620 15.24952 12.91210
H 16.26395 14.38751 10.67695
H 14.83867 15.13494 9.84852
H 15.27783 9.16057 12.54698
H 13.45023 9.16386 14.30411
H 13.90564 10.66593 16.22782
H 15.88273 12.10971 16.22479
H 17.15179 12.57181 14.05002
H 15.01376 11.06685 8.77308
H 16.71934 10.39389 7.10672
H 19.16838 10.56297 7.67879
H 19.77717 11.06413 9.97978
H 18.15239 11.81358 11.63619
H 12.47097 16.23369 9.67898
H 13.02695 17.42723 7.61029
H 13.69484 16.14629 5.47874
H 13.20412 13.65759 5.53143
H 12.87526 12.54484 7.63932
H 10.36977 14.69897 9.84290
H 9.01794 16.33507 11.14058
H 9.64320 16.88225 13.59631
H 11.38003 15.52153 14.62429
H 12.84461 13.97299 13.29110
C 7.36672 9.54942 9.32081
C 7.21411 10.58805 10.43628
S 8.49948 10.51110 11.75070
C 8.20374 8.96346 12.68075
C 8.59958 7.62204 12.05063
S 10.11955 7.63445 11.12186
C 9.81012 6.54678 9.69356
C 8.98230 7.28092 8.67733
S 9.10887 9.09109 9.02255
H 6.91772 9.88723 8.38248
H 6.76237 8.66957 9.58216
H 6.28922 10.48564 10.99269
H 7.28975 11.58643 9.99216
H 7.10515 9.01352 12.84890
H 8.78738 9.09963 13.61101
H 7.77370 7.19150 11.41379
H 8.75774 6.91145 12.88249
H 9.20981 5.72497 10.18175
H 10.79243 6.18350 9.32800
H 7.94679 6.90869 8.66994
H 9.34125 7.14330 7.64596
O 12.68662 11.01620 12.19090
N 13.94903 10.65719 11.75791
```

## Properties
**LUMO level (spin up / spin down)**: -0.3956 / -0.3957 hartree
**Calculated total energy**: -121279.6720 eV
**Kohn-Sham gap (spin up / spin down)**: 3.27 / 3.27 eV
**Largest force on an atom**: 0.0728 hartree/bohr
**Energy relative to the best compared isomer or geometry (same formula, charge and spin)**: 4.468 eV
**Molar mass**: 724.0 g/mol
**HOMO level (spin up / spin down)**: -0.51578 / -0.51578 hartree
**Multiplicity**: 1
**Total charge**: +3

---

Entry 3:
This record from OMol25 describes C4H6O3Si in the gas phase. The level of theory is ωB97M-V with the def2-TZVPD basis set.

XYZ file:
```
14
Properties=species:S:1:pos:R:3
O 1.95098 -0.77494 -1.09733
C 0.72695 -0.34485 -0.70306
C -0.35598 -0.19222 -1.48766
C -1.58276 0.24215 -0.82450
C -1.41111 0.49798 0.48770
Si 0.35802 0.10536 1.09865
O 1.24437 1.49670 1.36308
O 0.20327 -0.97441 2.27116
H 1.82751 -1.35148 -1.95918
H -0.53481 -0.59253 -2.46038
H -2.59994 0.57027 -1.28827
H -2.20560 0.81110 1.06823
H 1.57640 1.88917 0.57527
H 0.80270 -1.38231 2.95629
```

## Properties
**LUMO level**: 0.0160 hartree
**Calculated total energy**: -18265.9583 eV
**Kohn-Sham gap**: 8.36 eV
**Largest force on an atom**: 0.0685 hartree/bohr
**Energy relative to the best compared isomer or geometry (same formula, charge and spin)**: 0.046 eV
**Molar mass**: 130.2 g/mol
**HOMO level**: -0.29128 hartree
**Multiplicity**: 1
**Total charge**: 0